Entry 1:
C3H9NO2S | wB97M-V/def2-TZVPD

```
16
Properties=species:S:1:pos:R:3
N -0.519 0.522 -0.863
C 1.721 0.573 0.195
H 0.613 -1.238 0.829
H 1.130 1.376 -1.736
S 1.957 -1.118 0.698
H -0.848 1.309 -0.306
H 2.696 1.042 0.241
H -0.989 -1.432 -1.348
H -2.087 -0.068 1.574
O -2.609 -0.385 -0.746
O -1.365 -0.169 2.214
C -1.451 -0.474 -1.028
C 0.872 0.492 -1.141
H 1.064 1.094 0.897
H -1.299 -1.133 2.247
H 1.116 -0.391 -1.727
```

LUMO (spin up / spin down) ... -3.9 / -9.2 eV
Spin multiplicity ... 2
HOMO energy (spin up / spin down) ... -14.7722 / -14.5658 eV
Charge ... +1

Mulliken population analysis, charges in e, atoms 1 to 5: atom 1 (N): -0.053, atom 2 (C): -0.381, atom 3 (H): 0.225, atom 4 (H): 0.328, atom 5 (S): 0.189

Entry 2:
C3H9NO2S2 | wB97M-V/def2-TZVPD

```
17
Properties=species:S:1:pos:R:3
C -0.553 1.239 -1.241
C -0.366 -1.223 -0.724
S 1.521 3.108 -0.164
H -1.644 -2.052 0.613
C 0.372 0.055 -0.992
O -0.157 -1.677 3.080
N -1.234 -1.185 0.312
H -1.209 -0.420 0.964
H -1.079 1.509 -0.351
H 1.095 0.253 -0.189
H 1.110 -0.055 -1.783
S 0.326 2.717 -1.806
H 2.678 2.741 -0.734
H -1.397 0.954 -1.871
O -0.238 -2.230 -1.401
H 0.409 -2.071 2.405
H 0.366 -1.663 3.882
```

LUMO ... 0.3 eV
SMILES ... NC(=O)CCSS.O
Spin multiplicity ... 1
HOMO energy ... -9.1456 eV
Charge ... 0

Mulliken population analysis, charges in e, atoms 1 to 5: atom 1 (C): -0.709, atom 2 (C): 0.322, atom 3 (S): -0.232, atom 4 (H): 0.247, atom 5 (C): -0.445

Entry 3:
C3H9NO2S2 | wB97M-V/def2-TZVPD

```
17
Properties=species:S:1:pos:R:3
S -2.489 0.629 -1.428
C -0.284 0.438 0.428
C 1.316 0.715 0.360
H -0.774 0.979 1.228
H -4.370 0.863 0.313
C 0.375 1.116 -0.771
O 1.947 -0.378 0.378
S -3.464 -0.124 0.119
N 0.622 0.469 -2.011
O 1.202 -2.443 1.963
H -0.261 -0.646 0.462
H 1.580 -1.798 1.352
H 1.394 -0.180 -1.938
H -0.214 0.092 -2.440
H 1.664 -3.285 1.908
H 1.770 1.444 1.030
H -0.015 2.109 -0.953
```

LUMO (spin up / spin down) ... -8.6 / -7.1 eV
Spin multiplicity ... 2
HOMO energy (spin up / spin down) ... -13.4833 / -14.1851 eV
Charge ... +1

Mulliken population analysis, charges in e, atoms 1 to 5: atom 1 (S): 0.050, atom 2 (C): -0.809, atom 3 (C): -0.123, atom 4 (H): 0.427, atom 5 (H): 0.263

Entry 4:
C3H9NO2V | wB97M-V/def2-TZVPD

```
16
Properties=species:S:1:pos:R:3
H 2.406 -0.453 1.110
V 1.073 -0.367 -0.179
H -2.532 0.158 0.222
O -0.311 -1.697 -1.053
N -0.554 0.113 0.945
H 2.339 1.035 -1.628
H 0.720 1.933 -1.698
H -0.400 -0.233 1.891
C -1.768 -0.571 0.491
C -1.529 -1.505 -0.695
C 1.500 1.464 -1.079
H -2.109 -1.207 1.310
H -0.802 1.083 1.136
H 2.570 0.161 0.680
O -2.563 -1.989 -1.158
H 1.960 2.075 -0.295
```

LUMO (spin up / spin down) ... 0.0 / -0.4 eV
Spin multiplicity ... 4
HOMO energy (spin up / spin down) ... -8.1765 / -8.7968 eV
Charge ... 0

Mulliken population analysis, charges in e, atoms 1 to 5: atom 1 (H): 0.009, atom 2 (V): 0.584, atom 3 (H): 0.308, atom 4 (O): -0.742, atom 5 (N): -0.488

Entry 5:
C3H9NO3 | wB97M-V/def2-TZVPD

```
16
Properties=species:S:1:pos:R:3
H 0.604 0.540 -1.231
C 1.699 0.200 0.120
H 0.774 1.240 1.576
H 1.466 -0.266 2.083
H -0.948 -0.980 0.869
C -2.055 0.435 -0.324
H -2.299 0.619 -1.372
O 0.068 -0.638 -0.873
O 1.528 1.100 -0.808
H 2.575 -1.071 -0.940
C -1.149 -0.789 -0.201
H -1.555 1.328 0.061
H -2.987 0.297 0.230
O 2.573 -0.804 -0.010
H -1.680 -1.676 -0.577
N 1.387 0.464 1.396
```

LUMO ... 0.7 eV
Spin multiplicity ... 1
HOMO energy ... -8.9962 eV
Charge ... 0

Mulliken population analysis, charges in e, atoms 1 to 5: atom 1 (H): 0.473, atom 2 (C): 0.784, atom 3 (H): 0.239, atom 4 (H): 0.236, atom 5 (H): 0.225

Entry 6:
C3H9NO3 | wB97M-V/def2-TZVPD

```
16
Properties=species:S:1:pos:R:3
H 1.269 0.552 -1.752
C 0.727 0.458 -0.808
C -0.669 1.088 -1.056
H 1.454 -1.011 0.331
H 0.588 -1.668 -0.980
H -1.170 1.186 -0.096
N 0.696 -0.905 -0.325
C 1.351 1.373 0.274
O -0.882 -1.941 2.876
H -1.716 -1.520 2.627
H 1.569 0.859 1.231
H -0.813 -2.729 2.337
O 1.575 2.510 -0.033
H -1.891 -0.396 -1.173
H -0.643 2.008 -1.625
O -1.447 0.136 -1.827
```

LUMO ... 0.5 eV
SMILES ... N[C@H](C=O)CO.O
Spin multiplicity ... 1
HOMO energy ... -9.4803 eV
Charge ... 0

Mulliken population analysis, charges in e, atoms 1 to 5: atom 1 (H): 0.214, atom 2 (C): 0.539, atom 3 (C): -0.722, atom 4 (H): 0.152, atom 5 (H): 0.213

Entry 7:
C3H9NO3 | wB97M-V/def2-TZVPD

```
16
Properties=species:S:1:pos:R:3
O 1.679 -1.728 0.848
C 0.734 1.343 -0.190
H -1.209 0.969 -2.180
H 1.640 0.003 0.910
H 1.838 -2.228 1.660
O 0.871 2.250 -0.963
N -0.801 -0.415 0.867
O 1.728 0.942 0.601
H -1.745 -0.598 -1.553
H 0.703 -1.734 0.777
H -1.701 -0.833 0.710
H -0.061 -0.231 -1.928
H -1.295 1.528 0.184
H -0.746 -0.113 1.839
C -0.651 0.687 -0.095
C -0.984 0.158 -1.485
```

LUMO ... 0.5 eV
SMILES ... C[C@@H](N)C(=O)O.O
Spin multiplicity ... 1
HOMO energy ... -9.9641 eV
Charge ... 0

Mulliken population analysis, charges in e, atoms 1 to 5: atom 1 (O): -0.718, atom 2 (C): 0.282, atom 3 (H): 0.328, atom 4 (H): 0.432, atom 5 (H): 0.320

Entry 8:
C3H9NO3 | wB97M-V/def2-TZVPD

```
16
Properties=species:S:1:pos:R:3
N -1.610 -0.760 -0.186
O 1.164 1.432 -0.259
H 5.940 -0.359 -1.130
H 0.137 -0.484 0.921
H -3.146 0.882 -0.476
H 7.061 0.393 -0.436
H -1.169 -1.666 -0.134
C -0.691 0.141 0.557
H -1.161 0.644 1.404
H -3.493 -1.587 0.012
H -2.837 -0.997 1.536
H -0.634 1.674 -1.094
O -3.532 0.485 0.323
C -2.932 -0.762 0.460
O 6.898 -0.189 -1.177
C 0.004 1.152 -0.319
```

LUMO ... 0.7 eV
SMILES ... O=CCNCO.O
Spin multiplicity ... 1
HOMO energy ... -9.8479 eV
Charge ... 0

Mulliken population analysis, charges in e, atoms 1 to 5: atom 1 (N): -0.493, atom 2 (O): -0.455, atom 3 (H): 0.323, atom 4 (H): 0.333, atom 5 (H): 0.341

Entry 9:
C3H9NO3 | wB97M-V/def2-TZVPD

```
16
Properties=species:S:1:pos:R:3
C 0.723 0.728 0.535
H -1.810 -1.154 0.720
O 0.159 -1.589 0.289
N 2.249 0.197 0.707
O -2.189 -0.270 0.548
H 2.668 0.537 1.572
C 0.209 -0.336 -0.354
H -2.817 -0.067 -1.771
H 0.277 0.741 1.529
O -1.872 -0.288 -1.722
H 1.081 -1.905 0.317
H -1.541 1.335 -0.523
H 0.648 -0.384 -1.350
H 0.787 1.708 0.068
H 2.840 0.499 -0.067
C -1.411 0.250 -0.499
```

LUMO ... 0.9 eV
SMILES ... NC[C@@H](O)C(O)O
Spin multiplicity ... 1
HOMO energy ... -9.7750 eV
Charge ... 0

Mulliken population analysis, charges in e, atoms 1 to 5: atom 1 (C): -0.429, atom 2 (H): 0.372, atom 3 (O): -0.612, atom 4 (N): -0.609, atom 5 (O): -0.529

Entry 10:
C3H9NO3S | wB97M-V/def2-TZVPD

```
17
Properties=species:S:1:pos:R:3
O -2.573 1.453 0.045
H -0.564 1.666 0.305
H 0.831 1.638 -0.657
C 0.279 -0.605 -1.217
C 1.333 -0.860 0.990
H -0.655 -1.094 -1.518
N 0.358 -0.114 0.193
H 0.917 1.573 1.157
O -2.698 -0.812 -0.808
C 0.418 1.293 0.266
H 1.391 -0.319 1.930
H 2.085 -0.833 0.302
H 1.023 -1.886 1.190
H 1.187 -1.015 -1.636
O -0.901 -0.442 0.965
H 0.259 0.316 -1.863
S -2.691 0.042 0.354
```

LUMO ... 0.5 eV
Spin multiplicity ... 1
HOMO energy ... -9.0820 eV
Charge ... 0

Mulliken population analysis, charges in e, atoms 1 to 5: atom 1 (O): -0.585, atom 2 (H): 0.323, atom 3 (H): 0.326, atom 4 (C): -0.758, atom 5 (C): -0.993

Entry 11:
C3H9NO3S | wB97M-V/def2-TZVPD

```
17
Properties=species:S:1:pos:R:3
H -1.033 -0.797 1.935
S 1.699 0.085 0.509
N -0.379 -0.481 -1.352
H -1.579 1.751 -0.774
C -0.979 -1.136 0.862
H -0.456 0.293 -2.003
H -0.250 -1.906 0.994
H 1.543 -1.260 -1.290
C -0.904 -0.126 -0.260
C -1.523 1.183 0.046
H -2.600 1.197 0.488
O 2.153 -1.187 -0.542
H -1.781 -1.785 0.774
H 2.529 1.203 -1.158
H -1.049 1.575 0.909
O 2.766 0.068 1.432
O 1.843 1.323 -0.569
```

LUMO ... 0.7 eV
Spin multiplicity ... 1
HOMO energy ... -10.1361 eV
Charge ... 0

Mulliken population analysis, charges in e, atoms 1 to 5: atom 1 (H): 0.338, atom 2 (S): 0.788, atom 3 (N): -0.707, atom 4 (H): 0.450, atom 5 (C): -1.284

Entry 12:
C3H9NO3S | wB97M-V/def2-TZVPD

```
17
Properties=species:S:1:pos:R:3
H -2.027 0.043 2.587
H -0.552 0.415 -2.210
N 2.280 -1.240 -0.243
O -1.350 0.724 0.765
H 3.054 -0.840 -0.703
H 0.574 1.369 0.105
S 0.627 -1.083 -0.546
H 2.647 -1.718 0.609
H -2.001 1.081 -1.687
C -0.943 1.230 -1.577
C -0.482 1.054 -0.158
H -0.642 2.227 -2.012
H -0.455 -0.819 1.974
H -0.258 0.737 2.721
O 0.486 -1.296 -1.990
O 0.010 -2.015 0.343
C -0.968 0.132 2.021
```

LUMO ... 0.2 eV
Spin multiplicity ... 1
HOMO energy ... -8.4619 eV
Charge ... 0

Mulliken population analysis, charges in e, atoms 1 to 5: atom 1 (H): 0.220, atom 2 (H): 0.309, atom 3 (N): -0.471, atom 4 (O): -0.301, atom 5 (H): 0.177

Per-record ΔE to the lowest compared entry with this formula, charge and spin, kcal per mole: 26.9; 7.0; 99.2; 0.0; 48.8; 50.8; 13.1; 51.7; 51.9; 108.7; 61.9; 94.0
Per-record calculated total energy, eV: -19667.9776; -30513.0605; -30499.7604; -34527.4178; -10888.4644; -10888.3793; -10890.0130; -10888.3391; -10888.3292; -21720.9187; -21722.9469; -21721.5520